154
Properties=species:S:1:pos:R:3:forces:R:3:lowdin_charge:R:1 method="wB97M-V/def2-TZVPD" energy_ha=-3723.66368 e_lumo_ev=-2.25 de_lowest_kcal_mol=0.0 gap_ev=7.8 charge=+1
I -0.11250 -7.12524 1.08851 -0.236 -0.012 0.102 0.856
S -7.74128 0.54242 4.00937 -0.006 -0.122 0.199 0.890
S -5.76722 1.99344 2.32400 0.144 -0.047 -0.118 0.765
O 2.35292 3.94142 -1.20495 -0.062 -0.143 0.013 0.037
O -4.96347 7.38936 3.25802 -0.039 0.006 0.027 0.077
O 1.64807 2.46937 -5.29866 -0.079 -0.034 0.076 0.053
O 4.10143 7.50602 -5.34932 -0.035 -0.062 0.039 0.062
O 6.85424 -9.17436 -0.76051 -0.019 0.051 -0.018 0.050
O 5.97479 2.09237 -3.80951 0.286 -0.080 -0.141 0.056
O 3.65556 -5.60066 -2.72042 -0.043 0.020 -0.022 0.039
N -1.23774 1.61965 -0.99705 -0.072 0.464 -0.126 -0.112
N -5.02020 0.23698 4.17138 -0.397 -0.064 -0.142 -0.223
N -1.23067 -2.01627 -1.76245 -0.310 -0.165 -0.163 0.129
N -1.89882 -4.13430 0.14049 -0.315 0.358 -0.457 0.028
C 2.23423 -5.27183 0.48552 -0.223 -0.109 0.045 -0.151
C -5.12779 -1.21252 3.93489 0.051 -0.115 0.061 -0.220
C -4.12956 6.59444 2.89999 0.066 -0.026 -0.023 -0.503
C -8.05185 3.41572 4.35555 0.001 0.237 0.200 -0.309
C 7.23476 -9.91066 0.12152 0.042 -0.057 0.043 -0.495
C 1.04989 4.84633 -2.98002 -0.057 -0.086 0.103 -0.010
C -3.58691 0.84089 6.13245 -0.420 0.063 0.093 -0.168
C -2.65095 6.88028 3.02610 -0.068 0.116 0.050 -0.023
C 5.00286 1.64889 -1.71802 0.034 -0.056 -0.095 -0.017
C -0.24140 1.95269 0.01894 0.062 -0.544 0.126 -0.108
C 2.34010 4.50256 -2.28300 -0.060 0.063 -0.102 -0.490
C 4.19137 8.58924 -4.82154 0.027 0.094 0.002 -0.509
C 1.60745 1.09049 -7.23527 -0.095 0.144 0.052 -0.020
C -2.57907 1.50586 -0.77986 -0.245 -0.146 0.047 -0.109
C -3.48022 2.09845 7.02290 0.232 -0.303 0.116 -0.251
C -4.50899 5.25845 2.30564 -0.147 0.102 0.055 -0.059
C 5.46220 9.40041 -4.88384 0.028 -0.125 -0.080 -0.022
C -8.43600 2.02156 4.83855 -0.192 0.210 -0.196 -0.465
C 3.60700 4.88533 -2.99413 0.076 -0.064 0.228 -0.009
C -2.51885 -2.80032 0.16356 0.325 -0.538 0.124 -0.299
C 0.56110 -0.44242 0.14615 0.058 -0.319 0.568 -0.166
C 5.07419 -7.01418 -4.00634 -0.024 0.183 -0.025 -0.016
C -4.00777 -1.30108 1.63456 -0.139 -0.056 0.197 -0.179
C -0.97375 1.30400 -2.30051 0.032 -0.146 0.010 -0.113
C 6.42053 -11.10039 0.56499 -0.087 0.070 -0.110 -0.019
C -0.05126 0.72376 0.92842 -0.053 0.289 -0.473 -0.142
C 8.54681 -9.68475 0.82884 -0.007 0.115 -0.105 -0.021
C -2.94760 1.79520 8.42775 -0.265 0.223 -0.209 -0.112
C 7.19293 0.50931 -2.50283 0.037 0.085 -0.150 -0.017
C 3.95395 -7.78773 -1.83428 -0.134 0.261 0.059 -0.006
C -1.48152 -1.79208 -0.29352 -0.183 0.220 0.577 -0.211
C 0.68807 -5.25251 0.42099 0.869 0.166 -0.136 -0.786
C -3.18276 1.08233 -1.94109 0.095 -0.084 -0.001 -0.088
C -5.26659 -1.60566 2.47465 0.346 -0.108 -0.159 -0.184
C 3.03503 9.20049 -4.06516 -0.044 -0.140 -0.035 -0.025
C 2.19662 1.60344 -5.94449 0.076 -0.086 -0.070 -0.489
C 3.49209 0.98593 -5.48203 -0.208 0.112 0.076 -0.013
C -5.01275 0.53629 5.62138 0.476 -0.164 0.118 -0.186
C -1.27303 -4.50674 -1.14563 0.084 -0.159 0.263 -0.297
C -6.06720 0.95009 3.51614 0.044 0.104 0.025 -1.077
C -0.14950 -1.76842 0.45796 0.187 0.053 -0.576 -0.107
C 0.20201 -4.97941 -0.99427 -0.225 -0.063 0.029 -0.252
C 4.17519 -6.69165 -2.84210 0.016 -0.065 -0.021 -0.489
C -3.04251 -2.50220 1.56405 -0.097 0.283 -0.119 -0.129
C -6.81034 4.00995 5.03244 -0.143 -0.325 0.078 -0.111
C -1.40650 -3.43650 -2.23610 0.253 -0.287 -0.163 -0.051
C 6.06498 1.46942 -2.77666 -0.228 0.121 0.075 -0.498
C -2.15737 0.95571 -2.91704 0.229 -0.095 0.066 -0.109
H -2.17827 6.84781 2.04268 0.026 -0.066 0.012 0.083
H 2.58705 -4.42653 1.07773 0.026 0.069 -0.063 0.077
H 3.29213 -7.41358 -1.05790 -0.030 -0.100 0.057 0.057
H 3.35194 -0.08523 -5.31649 0.053 -0.015 -0.083 0.089
H -5.42727 -2.68556 2.46463 -0.160 -0.023 -0.035 0.112
H 0.33058 -4.51191 1.12389 -0.380 -0.149 0.037 0.042
H -1.82713 -5.35415 -1.55269 -0.002 -0.040 0.018 0.143
H -0.63322 -3.61621 -2.98099 -0.065 0.013 -0.094 0.136
H -4.46157 2.56326 7.12245 0.007 0.162 -0.095 0.090
H -2.17678 6.12696 3.65809 0.023 -0.039 -0.057 0.082
H 6.21438 8.85827 -5.45095 0.001 -0.001 -0.001 0.083
H -3.01898 1.72098 0.18061 0.028 0.049 0.083 0.115
H -5.66993 1.37918 5.82800 -0.008 0.109 -0.118 0.088
H -3.49994 -0.44529 2.08342 -0.015 0.113 -0.070 0.097
H -0.55716 2.81749 0.59732 -0.111 0.081 -0.098 0.131
H -2.25115 0.68656 -3.95659 -0.102 0.069 -0.042 0.098
H -2.81484 2.81597 6.54288 -0.086 0.127 -0.029 0.100
H 0.99042 5.92369 -3.14295 0.025 0.005 -0.060 0.083
H -4.31588 -0.98206 0.63613 0.054 -0.088 -0.103 0.106
H -7.96808 3.43400 3.27055 0.044 0.006 -0.054 0.072
H -5.59294 5.17185 2.26829 0.005 -0.007 -0.006 0.070
H 1.41508 0.01878 -7.15891 0.077 -0.025 -0.040 0.083
H 4.50844 0.69862 -1.50298 0.089 -0.029 0.093 0.083
H 3.80117 1.46925 -4.56254 0.084 -0.006 0.041 0.050
H -4.10351 4.44975 2.91642 0.072 -0.027 -0.060 0.055
H 0.88727 -4.28253 -1.48742 0.062 0.145 0.159 0.107
H 9.03719 -8.80415 0.42206 0.001 0.000 -0.001 0.082
H -5.42019 -0.31827 6.16893 -0.179 0.043 0.004 0.119
H 3.63385 5.96433 -3.15096 -0.038 -0.018 -0.175 0.074
H -5.96508 -1.62838 4.50978 -0.076 0.002 -0.028 0.106
H -1.89157 -1.41597 -2.26475 0.089 0.204 -0.100 0.145
H 0.20296 4.52399 -2.37615 -0.006 0.014 0.001 0.074
H 4.27333 2.35776 -2.09420 -0.094 0.011 0.132 0.044
H -2.95489 0.93975 5.25189 0.121 -0.022 0.019 0.104
H -3.55583 -3.40475 1.89832 0.017 -0.053 0.063 0.117
H -4.21857 -1.67286 4.33116 0.048 0.077 0.099 0.133
H -1.92996 -0.79837 -0.22645 -0.017 -0.032 -0.117 0.121
H 5.50363 -11.15696 -0.01647 0.000 -0.002 0.000 0.080
H 4.66851 -7.85753 -4.56716 0.047 -0.059 0.035 0.089
H -6.15339 -1.16617 2.01884 -0.030 0.133 0.074 0.097
H 0.53282 0.97546 1.81241 0.077 0.014 -0.034 0.123
H 6.06258 -7.29680 -3.64054 -0.015 -0.087 0.002 0.090
H -3.38641 -2.76094 -0.51417 0.017 0.210 -0.116 0.157
H 6.99435 -12.01786 0.42687 0.023 -0.007 0.072 0.088
H 0.67848 1.61263 -7.45069 0.002 0.005 -0.003 0.082
H -2.36119 -3.50487 -2.74979 -0.140 0.158 0.175 0.136
H 1.63242 -0.53827 0.32784 -0.024 0.081 0.090 0.123
H 3.32035 9.38517 -3.02793 0.014 0.075 -0.011 0.086
H -6.75410 3.65556 6.06515 0.002 0.087 0.050 0.068
H 0.48894 -2.60102 0.15613 -0.142 -0.097 -0.016 0.104
H -0.32821 -1.88631 1.52298 0.009 0.057 0.080 0.125
H 2.18163 8.52679 -4.09424 -0.003 0.004 -0.006 0.072
H -3.24183 -0.01861 6.70952 0.154 -0.051 -0.104 0.102
H -6.86535 5.09567 5.06646 0.093 0.053 -0.123 0.078
H -2.07544 1.14545 8.38048 0.067 -0.007 0.075 0.069
H 7.73944 0.82005 -1.61111 -0.034 -0.048 0.049 0.087
H 8.37582 -9.54545 1.89743 0.018 -0.074 0.021 0.087
H 2.75610 10.15481 -4.51402 0.034 0.043 0.049 0.086
H 9.19471 -10.55303 0.70030 -0.015 -0.032 0.068 0.088
H 0.45766 -0.23778 -0.91843 0.120 0.068 -0.164 0.080
H -3.72285 1.31382 9.02399 0.081 -0.170 0.051 0.074
H 0.67791 2.20706 -0.50702 0.062 0.144 0.114 0.108
H -4.23586 0.90778 -2.07830 -0.066 0.060 -0.005 0.099
H 5.43789 2.03395 -0.79451 -0.019 -0.080 0.048 0.095
H -4.10335 5.16431 1.29691 0.072 -0.047 0.006 0.085
H 4.46746 4.58821 -2.39997 0.027 0.018 -0.021 0.078
H -2.62776 -4.80928 0.32953 0.112 -0.102 0.265 0.114
H 4.27622 1.11835 -6.22794 -0.013 -0.061 -0.038 0.097
H 3.64828 4.39427 -3.96773 -0.012 0.106 -0.055 0.093
H 1.01916 4.35204 -3.95264 0.024 0.062 -0.004 0.066
H -2.20434 -2.34450 2.24106 0.038 -0.188 0.075 0.114
H 5.26969 10.36202 -5.36208 -0.006 0.040 0.064 0.087
H -2.50427 7.86365 3.46527 -0.002 0.002 -0.001 0.082
H -1.04617 0.42770 1.27222 -0.010 0.073 0.192 0.100
H -8.26522 1.92916 5.91097 0.145 -0.073 -0.007 0.072
H 3.49439 -8.65274 -2.31528 0.105 -0.058 -0.011 0.095
H -8.89534 4.06433 4.60401 -0.064 -0.058 -0.003 0.109
H 2.67354 -5.21908 -0.50936 0.024 0.015 -0.034 0.045
H -0.30994 -1.66262 -2.01524 0.063 0.039 0.075 0.160
H 4.90482 -8.09535 -1.39664 -0.005 -0.123 -0.083 0.063
H 2.31030 1.24930 -8.05420 0.028 -0.072 -0.002 0.090
H 0.02922 1.37232 -2.69038 0.027 0.109 -0.060 0.124
H 6.17495 -11.01121 1.62435 0.057 -0.048 0.026 0.087
H -2.67461 2.71700 8.94008 0.065 -0.014 0.058 0.069
H 0.30360 -5.91611 -1.54414 0.135 0.108 -0.220 0.100
H 7.87082 0.48643 -3.35233 0.001 0.002 0.001 0.084
H 5.15895 -6.14985 -4.66055 0.002 -0.002 -0.001 0.081
H 2.61523 -6.17038 0.96220 0.024 -0.014 0.061 0.039
H 5.83427 9.59178 -3.87598 -0.028 0.070 0.005 0.086
H 6.79684 -0.49234 -2.32641 -0.002 0.008 0.076 0.085
H -5.88609 3.71319 4.54171 0.069 0.045 -0.021 0.025
H -9.50445 1.87692 4.67737 -0.005 -0.091 -0.012 0.067